Entry from the OMol25 dataset: an isolated molecule of C23H26N4O3S (ωB97M-V/def2-TZVPD).

Bonds (Å) are listed after each position.
Positions of all 57 atoms, in Å:
1 C -7.749 -1.620 1.686  O2 1.409, H32 1.089, H33 1.094, H34 1.094
2 O -7.603 -2.083 0.364  C1 1.409, C3 1.359
3 C -6.581 -1.593 -0.386  O2 1.359, C4 1.396, C31 1.389
4 C -6.487 -2.088 -1.688  C3 1.396, C5 1.379, H35 1.078
5 C -5.479 -1.647 -2.521  C4 1.379, C6 1.384, H36 1.080
6 C -4.556 -0.715 -2.079  C5 1.384, C7 1.391, H37 1.080
7 C -4.648 -0.220 -0.783  C6 1.391, N8 1.398, C31 1.391
8 N -3.700 0.723 -0.374  C7 1.398, C9 1.353, H38 1.015
9 C -3.525 1.309 0.833  N8 1.353, O10 1.212, C11 1.533
10 O -4.202 1.136 1.823  C9 1.212
11 C -2.348 2.292 0.824  C9 1.533, N12 1.452, H39 1.098, H40 1.094
12 N -1.324 1.879 -0.119  C11 1.452, C13 1.458, C30 1.453
13 C -0.545 0.736 0.341  N12 1.458, C14 1.536, H41 1.095, H42 1.091
14 C 0.511 1.113 1.391  C13 1.536, N15 1.451, H43 1.094, H44 1.089
15 N 1.352 2.183 0.888  C14 1.451, C16 1.351, C29 1.446
16 C 2.504 1.847 0.268  N15 1.351, N17 1.286, S28 1.774
17 N 3.061 0.690 0.340  C16 1.286, C18 1.370
18 C 4.276 0.650 -0.292  N17 1.370, C19 1.458, C27 1.363
19 C 5.034 -0.595 -0.290  C18 1.458, C20 1.392, C26 1.395
20 C 6.320 -0.678 -0.817  C19 1.392, C21 1.384, H45 1.078
21 C 6.998 -1.884 -0.789  C20 1.384, C22 1.380, H46 1.080
22 C 6.414 -3.009 -0.243  C21 1.380, C23 1.396, H47 1.078
23 C 5.126 -2.937 0.291  C22 1.396, O24 1.364, C26 1.386
24 O 4.633 -4.098 0.809  C23 1.364, C25 1.406
25 C 3.342 -4.086 1.367  O24 1.406, H48 1.095, H49 1.095, H50 1.089
26 C 4.443 -1.731 0.264  C19 1.395, C23 1.386, H51 1.077
27 C 4.643 1.824 -0.878  C18 1.363, S28 1.728, H52 1.069
28 S 3.445 3.046 -0.640  C16 1.774, C27 1.728
29 C 0.595 3.346 0.485  N15 1.446, C30 1.537, H53 1.095, H54 1.090
30 C -0.445 2.943 -0.573  N12 1.453, C29 1.537, H55 1.095, H56 1.091
31 C -5.660 -0.657 0.066  C3 1.389, C7 1.391, H57 1.076
32 H -8.617 -2.142 2.086  C1 1.089
33 H -7.929 -0.541 1.716  C1 1.094
34 H -6.870 -1.856 2.294  C1 1.094
35 H -7.212 -2.813 -2.019  C4 1.078
36 H -5.410 -2.032 -3.527  C5 1.080
37 H -3.768 -0.372 -2.733  C6 1.080
38 H -2.998 0.974 -1.063  N8 1.015
39 H -2.002 2.400 1.860  C11 1.098
40 H -2.748 3.259 0.505  C11 1.094
41 H -0.035 0.313 -0.531  C13 1.095
42 H -1.225 -0.014 0.747  C13 1.091
43 H 0.033 1.462 2.310  C14 1.094
44 H 1.145 0.257 1.618  C14 1.089
45 H 6.793 0.193 -1.241  C20 1.078
46 H 7.996 -1.947 -1.197  C21 1.080
47 H 6.933 -3.954 -0.214  C22 1.078
48 H 2.584 -3.821 0.622  C25 1.095
49 H 3.276 -3.394 2.213  C25 1.095
50 H 3.163 -5.101 1.718  C25 1.089
51 H 3.448 -1.631 0.665  C26 1.077
52 H 5.524 2.063 -1.436  C27 1.069
53 H 0.094 3.749 1.371  C29 1.095
54 H 1.269 4.107 0.090  C29 1.090
55 H 0.082 2.576 -1.460  C30 1.095
56 H -1.047 3.806 -0.862  C30 1.091
57 H -5.704 -0.255 1.063  C31 1.076

Computed properties:
**ΔE to the lowest compared entry with this formula, charge and spin**: 231.9 kJ/mol
**Total energy**: -47211.24662 eV
**SMILES**: COc1cccc(NC(=O)CN2CCN(c3nc(-c4cccc(OC)c4)cs3)CC2)c1
**HOMO energy**: -7.62 eV
**Spin multiplicity**: 1